19
Properties=species:S:1:pos:R:3 method="wB97M-V/def2-TZVPD" e_above_lowest_kcal_mol=73.6 gap_ha="0.3419 / 0.2447" spin_multiplicity=2 total_energy_ev=-8807.8626 e_homo_ev="-8.37 / -8.35"
C -0.78419 1.47742 -0.50765
C -0.34328 0.63947 -1.71894
C 0.11598 -0.75723 -1.17398
N 1.22887 -0.49874 1.75356
C 0.15343 -1.27700 1.59429
N -0.82833 -1.32053 -0.18753
N 0.46098 1.73258 0.25244
H -1.03859 2.44074 -0.96497
H -1.58792 1.00016 0.07948
H 0.36118 1.08325 -2.45635
H -1.23880 0.58742 -2.40186
H 1.14172 -0.61164 -0.78700
H 0.26302 -1.34513 -2.04886
H 0.73258 0.98040 0.94932
H 1.82148 -1.22861 2.18370
H 0.26678 -2.35182 1.58515
H -1.17589 -2.16415 -0.67122
H -0.80835 -0.94231 2.02049
H 0.38051 2.66258 0.62046